<one>
# H9NO3

4 unconnected molecules or ions with the total composition H9NO3 (ωB97M-V/def2-TZVPD, OMol25).

As for the gap between HOMO and LUMO: 11.4 eV. Its SMILES is N.O.O.O. For the HOMO energy, the calculation gives -10.76 eV. The calculation puts the LUMO energy at 0.63 eV.

Each line ends with the Löwdin charge.
Cartesian coordinates (Å):
N1 0.01 -1.87 0.76  0.021
H1 0.83 -2.47 0.98  0.065
H2 0.02 -1.56 -0.25  0.022
H3 -0.82 -2.40 0.93  0.029
O1 0.00 -0.51 -1.94  -0.129
H4 -0.05 -1.45 -1.94  0.008
H5 0.01 0.43 -1.53  0.029
O2 -0.23 0.71 1.76  -0.082
H6 0.62 1.20 1.80  0.079
H7 -0.17 -0.28 1.55  0.028
O3 0.14 1.84 -0.56  -0.189
H8 0.27 1.92 -1.53  0.051
H9 -0.10 1.48 0.43  0.069

<two>
# H9NO3

4 unconnected molecules or ions with the total composition H9NO3 (ωB97M-V/def2-TZVPD, OMol25).

As for the gap between HOMO and LUMO: 11.4 eV. Its SMILES is N.O.O.O. For the HOMO energy, the calculation gives -10.52 eV. The calculation puts the LUMO energy at 0.85 eV.

Each line ends with the Löwdin charge.
Cartesian coordinates (Å):
N1 3.43 -1.02 0.82  0.029
H1 2.94 -1.80 0.44  0.016
H2 4.39 -1.34 0.86  0.016
H3 3.17 -0.81 1.76  0.010
O1 -4.08 1.28 -0.32  -0.038
H4 -4.23 1.32 -1.25  0.023
H5 -4.42 2.04 0.13  0.021
O2 1.90 1.09 -1.12  -0.104
H6 2.12 0.41 -0.49  -0.035
H7 2.61 1.80 -1.21  0.070
O3 -1.24 -1.44 0.54  -0.008
H8 -1.01 -0.57 0.84  0.023
H9 -2.14 -1.42 0.39  -0.022

Q: Which of them is the most stable? A: <two>.

<one>
# CH5INP

CH5INP in the gas phase (ωB97M-V/def2-TZVPD, OMol25).

As for the gap between HOMO and LUMO: 8.0 eV. Its SMILES is CNPI. For the HOMO energy, the calculation gives -8.57 eV. The calculation puts the LUMO energy at -0.59 eV.

Each line ends with the Löwdin charge.
Cartesian coordinates (Å):
C1 -0.81 -0.85 -0.53  -0.166
N1 -0.43 0.39 0.27  -0.448
P1 0.84 1.31 -0.23  0.636
I1 3.32 0.18 0.81  -0.167
H1 -0.64 -0.84 -1.67  0.108
H2 -0.44 -1.81 -0.13  0.082
H3 -1.81 -0.92 -0.46  0.012
H4 -0.92 0.32 1.22  0.129
H5 0.88 2.22 0.72  -0.186

<two>
# CH5INP

2 unconnected molecules or ions with the total composition CH5INP (ωB97M-V/def2-TZVPD, OMol25).

As for the gap between HOMO and LUMO (spin up / spin down): 8.0 / 7.6 eV. For the HOMO energy (spin up / spin down), the calculation gives -9.11 / -8.62 eV. The calculation puts the LUMO energy (spin up / spin down) at -1.09 / -1.00 eV.

Each line ends with the Löwdin charge.
Cartesian coordinates (Å):
C1 0.44 1.30 -0.48  -0.334
N1 1.14 0.10 -0.06  -0.600
P1 -1.11 -2.11 -0.57  0.558
I1 1.54 -0.21 1.92  0.634
H1 0.98 2.31 -0.19  0.105
H2 0.37 1.05 -1.49  0.036
H3 -0.52 1.56 0.10  0.082
H4 -0.86 -2.79 0.67  -0.236
H5 -1.98 -1.21 0.11  -0.244

Q: Which of them is the most stable? A: <one>.